[1]
# C22H34N2O3

One molecule with the formula C22H34N2O3 at a distorted geometry (ωB97M-V/def2-TZVPD, OMol25).

```
61
C22H34N2O3 ωB97M-V/def2-TZVPD
C 2.6322 1.7529 -1.4221
C 4.1431 1.6480 -1.2461
C 4.6606 0.2070 -1.2590
C 4.5516 -0.5077 0.0876
N 3.1880 -0.7107 0.5130
C 2.7302 -0.3525 1.7271
O 3.4211 0.1482 2.5903
C 1.2409 -0.6437 1.9001
N 0.4689 0.2767 1.0728
C 0.3676 1.5604 1.7486
C -0.3664 2.5941 0.9047
H 0.1971 2.7889 -0.0071
H -0.4491 3.5247 1.4687
C -1.7698 2.0956 0.5281
C -1.6081 0.7324 -0.1723
C -2.9784 0.1938 -0.5824
C -3.6651 1.1722 -1.5304
C -3.8168 2.5365 -0.8666
C -2.4581 3.0757 -0.4303
H -1.8188 3.2329 -1.3006
H -2.5862 4.0291 0.0838
H -4.4507 2.4415 0.0154
H -4.2882 3.2408 -1.5549
H -4.6463 0.7853 -1.8127
H -3.0689 1.2719 -2.4413
H -3.5919 0.0627 0.3112
H -2.8661 -0.7788 -1.0657
H -1.0104 0.9026 -1.0729
C -0.8418 -0.2691 0.7110
C -0.6441 -1.5524 -0.0598
C 0.2040 -1.5738 -1.1552
C 0.4123 -2.7342 -1.8810
C -0.2443 -3.8918 -1.5094
C -1.1010 -3.8935 -0.4215
C -1.3082 -2.7309 0.3126
O -2.1283 -2.6485 1.4008
C -2.8346 -3.7955 1.8047
H -3.4207 -3.4885 2.6697
H -2.1576 -4.6047 2.0971
H -3.5099 -4.1492 1.0192
H -1.6024 -4.8097 -0.1529
H -0.0955 -4.8052 -2.0656
H 1.0771 -2.7334 -2.7316
H 0.7008 -0.6574 -1.4356
H -1.4412 -0.4937 1.6110
O -2.6001 2.0149 1.6705
H -2.2061 1.3922 2.2909
H 1.3843 1.9054 1.9531
H -0.1395 1.4511 2.7272
H 1.0452 -1.6697 1.5816
H 0.9850 -0.5526 2.9677
H 2.5422 -1.1128 -0.1492
H 5.0363 0.0768 0.8734
H 5.0574 -1.4799 0.0179
H 5.7171 0.2103 -1.5348
H 4.1238 -0.3674 -2.0184
H 4.6260 2.1982 -2.0575
H 4.4325 2.1233 -0.3074
H 2.3385 2.7997 -1.4711
H 2.3253 1.2738 -2.3510
H 2.1058 1.2878 -0.5934
```

Properties
HOMO level = -8.74 eV
Largest force on an atom = 1.1 eV/A
HOMO-LUMO gap = 9.36 eV
SMILES = CCCCNC(=O)CN1CC[C@@]2(O)CCCC[C@@H]2[C@H]1c1ccccc1OC
Lowest unoccupied orbital energy = 0.0230 Eh
Energy above the lowest of the compared OMol25 structures with the same formula, charge and spin = 20.05 kcal per mole



[2]
# C32H43CoN13O5S2Se

C32H43CoN13O5S2Se as an isolated structure (ωB97M-V/def2-TZVPD, OMol25).

```
97
C32H43CoN13O5S2Se ωB97M-V/def2-TZVPD
Co -0.2680 -0.4920 -0.3617
N -1.2586 -0.1481 1.4403
C -1.9843 1.1250 1.3931
C -1.0031 2.1205 0.8188
N -0.4141 1.5338 -0.4065
H -1.8203 -0.9158 1.7920
H -0.4458 -0.0828 2.0476
H -2.3377 1.4530 2.3733
H -2.8526 1.0070 0.7449
H -0.1841 2.2963 1.5171
H -1.4866 3.0775 0.6146
H 0.4644 2.0002 -0.6109
H -1.0490 1.7023 -1.1804
N -3.1418 -7.8316 2.4764
C -2.5231 -6.8769 1.7159
C -3.1437 -5.6401 1.4916
C -2.5320 -4.6918 0.7016
C -1.2913 -4.9490 0.1283
C -0.6632 -6.1664 0.3485
C -1.2744 -7.1238 1.1336
S -0.5534 -3.7539 -0.9083
O 0.6618 -4.3152 -1.4476
O -1.5540 -3.2867 -1.8308
N -0.1963 -2.4490 0.0261
C 0.8127 -2.5787 0.9523
N 1.3085 -1.3858 1.3455
C 2.3167 -1.4034 2.2154
C 2.8393 -2.5819 2.7103
C 2.2418 -3.7502 2.2563
N 1.2407 -3.7659 1.3909
H -4.0147 -7.6402 2.9293
H -2.6894 -8.7025 2.6754
H -4.1193 -5.4434 1.9190
H -3.0399 -3.7580 0.4999
H 0.3045 -6.3489 -0.0965
H -0.7895 -8.0787 1.2983
H 2.7132 -0.4385 2.5134
H 3.6591 -2.5908 3.4123
H 2.5843 -4.7202 2.6029
O -8.6954 -2.0594 -0.0080
S -9.5047 -1.5844 -1.1141
O -10.0427 -0.2461 -0.9466
O -10.4163 -2.5588 -1.6713
C -8.2962 -1.3130 -2.4421
N -8.7381 -1.2187 -3.7036
C -7.8327 -0.9832 -4.6366
C -6.4783 -0.8260 -4.3639
C -6.1321 -0.9319 -3.0310
N -7.0233 -1.1790 -2.0804
C -4.7408 -0.7872 -2.5192
C -3.7511 -0.0619 -3.1708
C -2.5165 0.0790 -2.5663
N -2.2037 -0.4605 -1.3848
C -3.1581 -1.1808 -0.7852
C -4.4239 -1.3574 -1.2925
H -8.1970 -0.9188 -5.6577
H -5.7566 -0.6535 -5.1500
H -3.9444 0.4258 -4.1167
H -1.7488 0.6812 -3.0438
H -2.8798 -1.6285 0.1588
H -5.1823 -1.9067 -0.7507
C 0.6054 -1.3321 -3.1721
C 1.6494 -1.3921 -4.3129
N 2.8799 -0.7018 -3.9345
C 3.4089 -1.3189 -2.7212
C 2.3877 -1.2353 -1.5598
N 1.1347 -0.5584 -2.0094
C 1.5180 0.7878 -2.5055
C 2.5572 0.6863 -3.6493
H 0.3574 -2.3276 -2.8284
H -0.3171 -0.8602 -3.4996
H 1.2644 -0.9292 -5.2232
H 1.8929 -2.4286 -4.5471
H 4.3396 -0.8136 -2.4555
H 3.6471 -2.3596 -2.9431
H 2.7835 -0.6678 -0.7180
H 2.1133 -2.2314 -1.2194
H 1.9426 1.3434 -1.6694
H 0.6112 1.2904 -2.8498
H 3.4770 1.2054 -3.3704
H 2.1788 1.1498 -4.5621
C 2.4773 4.4518 3.3155
N 3.4188 4.5950 2.2176
C 4.2339 5.6913 2.0068
C 4.9446 5.4443 0.8901
N 4.5560 4.2001 0.4310
C 5.0720 3.5474 -0.7609
C 3.6104 3.6795 1.2432
Se 2.7575 2.0447 1.0500
H 2.8333 5.0406 4.1571
H 2.4220 3.4024 3.5919
H 1.4877 4.7964 3.0178
H 4.2360 6.5370 2.6700
H 5.6897 6.0320 0.3856
H 6.0695 3.9302 -0.9611
H 4.4234 3.7433 -1.6144
H 5.1118 2.4760 -0.5827
```

Properties
HOMO level = -6.84 eV
Largest force on an atom = 0.6 eV/A
<S²> = 0.768
HOMO-LUMO gap = 6.29 eV
Multiplicity = 2
Lowest unoccupied orbital energy = -0.0204 Eh
Energy above the lowest of the compared OMol25 structures with the same formula, charge and spin = 0.00 kcal per mole



[3]
# C2H2N2O3S

A 3-piece molecular cluster, C2H2N2O3S overall at a distorted geometry (ωB97M-V/def2-TZVPD, OMol25).

```
10
C2H2N2O3S ωB97M-V/def2-TZVPD
C -1.3573 1.0061 1.5394
C -1.0946 -0.0574 1.0317
N -3.2925 0.8681 -1.4263
N -2.3094 0.4392 -1.7584
O -4.2857 1.0069 1.4821
O -4.0482 -1.2675 0.5725
O -1.3061 -0.0004 -2.0309
S -4.6254 0.0365 0.4658
H -1.6369 1.9016 1.9061
H -0.5934 -1.0072 0.7481
```

Properties
HOMO level = -10.52 eV
Largest force on an atom = 4.5 eV/A
HOMO-LUMO gap = 9.86 eV
Lowest unoccupied orbital energy = -0.0244 Eh
Energy above the lowest of the compared OMol25 structures with the same formula, charge and spin = 117.31 kcal per mole



[4]
# C5H10NO7Rb

C5H10NO7Rb as an isolated structure at a distorted geometry (ωB97M-V/def2-TZVPD, OMol25).

```
24
C5H10NO7Rb ωB97M-V/def2-TZVPD
Rb 0.8586 -1.0424 2.2300
C 0.9639 2.5033 -0.7566
C 0.8978 1.0158 -1.0012
O 1.6179 0.1683 -0.3854
N -0.1367 0.6542 -2.0229
H -0.9836 1.1825 -2.1773
H 0.2965 0.9026 -2.9008
C -0.5397 -0.8414 -2.1408
H 1.4923 2.6586 0.1840
H -0.0039 3.0048 -0.7522
H 1.6743 3.0203 -1.4016
H 0.2163 -1.4419 -2.6467
H -1.4491 -0.9180 -2.7369
H -0.8854 -1.1606 -1.1576
O 0.4079 2.9090 2.8328
C -0.6905 2.4928 2.2276
O -1.6887 3.1809 2.3186
O -0.7017 1.3448 1.6315
H 0.0347 3.7890 2.7433
O 0.2268 -5.3227 0.5863
C -0.4785 -4.6947 1.4949
O -0.5605 -3.4671 1.4617
O -1.1012 -5.3120 2.3686
H 0.5325 -4.6263 0.0004
```

Properties
HOMO level (alpha / beta) = -10.60 / -10.60 eV
Largest force on an atom = 6.5 eV/A
<S²> = 0.757
HOMO-LUMO gap (alpha / beta) = 6.37 / 3.67 eV
Multiplicity = 2
Total charge = +1
Lowest unoccupied orbital energy (alpha / beta) = -0.1551 / -0.2547 Eh
Energy above the lowest of the compared OMol25 structures with the same formula, charge and spin = 24.39 kcal per mole



[5]
# C45H30F9NO17S3

A 6-piece molecular cluster, C45H30F9NO17S3 overall at a distorted geometry (ωB97M-V/def2-TZVPD, OMol25).

```
105
C45H30F9NO17S3 ωB97M-V/def2-TZVPD
N -2.8920 -0.7052 -2.2114
C -2.0524 -0.2728 -3.0972
O -1.1482 0.1138 -4.1910
C -0.0958 1.0652 -3.7011
S -0.7049 2.7647 -3.0904
O -1.0560 2.7876 -1.5837
O 0.5453 3.7143 -3.2546
C -2.0373 3.5015 -4.2084
F -2.0114 4.9910 -3.9572
F -1.7105 3.3658 -5.6770
C -3.5244 2.8392 -4.0144
F -3.8120 2.3261 -2.6546
F -3.6272 1.7339 -5.0288
C -4.7693 3.8819 -4.3827
F -4.4646 4.7547 -5.5611
F -5.9024 2.9931 -4.8401
C -5.3464 4.6998 -3.0782
F -6.0860 5.9247 -3.5460
F -4.3101 5.1774 -2.1340
F -6.3546 3.8191 -2.3993
O 0.5049 1.4694 -5.0159
S 2.2037 1.3046 -5.1408
O 2.8725 2.6903 -5.3719
O 2.8044 0.3077 -6.1618
O 2.4555 0.9625 -3.4877
C 1.1851 0.3734 -2.9473
S 1.2246 -1.3362 -3.7116
C 1.4084 0.5700 -1.3359
C 0.2084 -0.0149 -0.3862
C 0.1457 -1.6483 -0.2652
C -1.3388 -2.2882 0.1644
C -1.5881 -3.9041 0.3134
C -0.3004 -4.9029 0.0224
C 1.2041 -4.3415 -0.3616
C 1.3840 -2.6982 -0.4924
H 0.2153 -2.1394 -3.1554
H 2.4626 0.1298 -0.9958
H 1.4762 1.7405 -1.1424
H -0.8685 0.3575 -0.6515
H 0.4293 0.3903 0.7148
H -2.2386 -1.5308 0.3675
H -2.6612 -4.2809 0.5891
H -0.4549 -6.0638 0.0863
H 2.1348 -5.0237 -0.5736
H 2.4370 -2.2517 -0.7772
C 0.9757 -0.0576 4.0449
C 0.7562 0.5376 5.2213
C 1.4138 1.8127 5.5692
O 1.2150 2.3571 6.6465
C 2.3215 2.4049 4.5667
C 2.5411 1.8097 3.3903
C 1.8835 0.5347 3.0424
O 2.0822 -0.0098 1.9651
H 0.5020 -0.9934 3.7742
H 0.0926 0.1162 5.9669
H 2.7952 3.3407 4.8374
H 3.2046 2.2311 2.6447
C -5.3672 -1.8253 4.9735
C -4.4981 -1.3767 4.0625
C -3.8533 -2.2938 3.1022
O -3.0563 -1.8844 2.2693
C -4.2070 -3.7248 3.1864
C -5.0760 -4.1734 4.0974
C -5.7209 -3.2563 5.0577
O -6.5179 -3.6657 5.8906
H -5.8485 -1.1663 5.6857
H -4.2289 -0.3300 3.9875
H -3.7257 -4.3839 2.4742
H -5.3453 -5.2201 4.1724
C 4.8822 -0.2468 7.0034
C 3.7910 -0.7742 6.4400
C 3.8846 -1.6227 5.2356
O 2.8862 -2.1042 4.7181
C 5.2302 -1.8671 4.6794
C 6.3215 -1.3397 5.2428
C 6.2278 -0.4912 6.4471
O 7.2262 -0.0097 6.9647
H 4.8310 0.3783 7.8865
H 2.7970 -0.6049 6.8365
H 5.2814 -2.4922 3.7963
H 7.3154 -1.5090 4.8463
C 1.5848 -5.3563 -5.9208
C 0.7790 -5.0039 -4.9145
C 0.6809 -5.8216 -3.6893
O -0.0580 -5.5009 -2.7685
C 1.5085 -7.0421 -3.6187
C 2.3144 -7.3945 -4.6250
C 2.4125 -6.5768 -5.8502
O 3.1513 -6.8975 -6.7709
H 1.6680 -4.7682 -6.8266
H 0.1661 -4.1112 -4.9507
H 1.4253 -7.6302 -2.7129
H 2.9273 -8.2872 -4.5887
C -0.8583 5.8572 -0.7149
C -0.0181 5.1787 0.0726
C 1.1096 5.8503 0.7482
O 1.8803 5.2297 1.4675
C 1.2718 7.3001 0.5214
C 0.4316 7.9786 -0.2660
C -0.6961 7.3070 -0.9417
O -1.4668 7.9276 -1.6610
H -1.6900 5.3797 -1.2184
H -0.1241 4.1151 0.2496
H 2.1035 7.7776 1.0250
H 0.5376 9.0422 -0.4430
```

Properties
HOMO level = -8.23 eV
Largest force on an atom = 11.5 eV/A
HOMO-LUMO gap = 6.27 eV
SMILES = N#CO[C@]1(S(=O)(=O)C(F)(F)C(F)(F)C(F)(F)C(F)(F)F)OS(=O)(=O)O[C@@]1(S)CCc1ccccc1.O=C1C=CC(=O)C=C1.O=C1C=CC(=O)C=C1.O=C1C=CC(=O)C=C1.O=C1C=CC(=O)C=C1.O=C1C=CC(=O)C=C1
Lowest unoccupied orbital energy = -0.0719 Eh



[6]
# C3H12N2O3

A 3-piece molecular cluster, C3H12N2O3 overall at a distorted geometry (ωB97M-V/def2-TZVPD, OMol25).

```
20
C3H12N2O3 ωB97M-V/def2-TZVPD
C -0.3233 0.8825 1.3983
N -0.9255 0.1452 0.2103
C -1.3248 -1.1394 0.0809
N -1.9852 -1.6997 1.1771
O -1.5164 -1.6017 -0.9904
C 0.8236 1.8496 0.9164
H 0.1943 0.0659 1.9632
H -1.1362 1.3661 1.8842
H -0.6396 0.4992 -0.7446
H -2.5819 -2.4317 1.0849
H -2.2498 -1.3610 2.1105
H 1.7225 1.6606 1.3563
H 0.4851 2.9001 1.1283
H 1.0692 1.5727 -0.1485
H 2.7352 0.4830 -1.2698
H 2.5644 -0.0694 0.1014
O 2.5846 -0.3378 -0.8690
H -0.2565 -0.3026 -2.7750
H 0.4030 -1.7117 -3.1490
O 0.3570 -0.7700 -3.4654
```

Properties
HOMO level (alpha / beta) = -14.22 / -14.22 eV
Largest force on an atom = 7.2 eV/A
<S²> = 0.768
HOMO-LUMO gap (alpha / beta) = 10.48 / 4.90 eV
Multiplicity = 2
Total charge = +1
Lowest unoccupied orbital energy (alpha / beta) = -0.1374 / -0.3425 Eh
Energy above the lowest of the compared OMol25 structures with the same formula, charge and spin = 57.57 kcal per mole



Q: What is the formula in the fourth record?
A: C5H10NO7Rb